1.
Entry from the OMol25 dataset: a 2-piece molecular cluster, C5H14 overall at a distorted geometry (ωB97M-V/def2-TZVPD).

Energy above the lowest of the compared OMol25 structures with the same formula, charge and spin in kcal per mole: 7.6
F_max in hartree/bohr: 0.0236
Frontier orbital gap in eV: 12.26
LUMO in hartree: 0.0416
E_HOMO in hartree: -0.409
Total energy in a.u.: -198.87702

XYZ file:
```
19
C5H14 (ωB97M-V/def2-TZVPD)
C -1.17791 -2.01965 0.45401
C 0.20189 -1.42783 0.23942
C 0.73926 -1.48363 -1.18324
H -1.12708 -3.01898 0.89839
H -1.77348 -2.12968 -0.45100
H -1.73928 -1.50464 1.23296
H 0.22324 -0.37342 0.49688
H 0.95214 -1.84852 0.91313
H -0.00861 -1.09236 -1.88756
H 1.57354 -0.78985 -1.27838
H 1.01682 -2.45651 -1.57062
C 0.87723 2.40872 0.36439
C -0.59291 2.12837 0.15871
H 1.55046 1.72340 -0.13537
H 1.18229 3.38659 -0.00722
H 1.17488 2.40424 1.41223
H -0.83378 1.50717 -0.70448
H -1.17253 3.04191 0.09782
H -1.06616 1.54468 0.94993
```

Atomic partial charges in e from the natural (NBO) method, atoms 1 to 8:
1 C -0.619
2 C -0.407
3 C -0.601
4 H 0.206
5 H 0.207
6 H 0.210
7 H 0.200
8 H 0.198

2.
Entry from the OMol25 dataset: a 2-piece molecular cluster, C5H14 overall at a distorted geometry (ωB97M-V/def2-TZVPD).

Energy above the lowest of the compared OMol25 structures with the same formula, charge and spin in kcal per mole: 9.4
F_max in hartree/bohr: 0.0229
Frontier orbital gap in eV: 12.49
LUMO in hartree: 0.0413
E_HOMO in hartree: -0.418
Total energy in a.u.: -198.87418

XYZ file:
```
19
C5H14 (ωB97M-V/def2-TZVPD)
C 1.92751 -0.69258 -2.32763
C 2.24443 0.03386 -1.00096
C 1.51671 -0.53831 0.20809
H 1.26717 -1.50608 -2.16204
H 2.83573 -1.04650 -2.80912
H 1.37932 -0.06066 -3.02145
H 3.30907 -0.12332 -0.82290
H 2.08581 1.10813 -1.08667
H 0.47109 -0.82468 0.04530
H 2.02181 -1.43438 0.56165
H 1.47927 0.14449 1.05440
C -2.38199 0.64126 2.16808
C -2.68164 0.62479 0.65367
H -2.78275 -0.25248 2.65303
H -1.31584 0.66673 2.38093
H -2.91631 1.45172 2.65760
H -1.83158 0.77325 -0.00091
H -3.45808 1.35779 0.43726
H -3.16974 -0.32304 0.41167
```

Atomic partial charges in e from the natural (NBO) method, atoms 1 to 8:
1 C -0.610
2 C -0.403
3 C -0.608
4 H 0.203
5 H 0.207
6 H 0.206
7 H 0.197
8 H 0.199